Entry 1:
Here is a 2-piece molecular cluster, C8H10 overall from the Open Molecules 2025 dataset. Energies are from wB97M-V/def2-TZVPD.

- Orbital gap: 10.22 eV
- Highest occupied orbital energy: -9.18 eV
- E_tot: -310.729646 a.u.
- Structure (SMILES): c1ccccc1.C=C
- Net charge: 0
- F_max: 0.1054 hartree/bohr

Geometry (Å):
C (0.8410, 1.3728, -0.1820)
C (-0.1329, 0.4385, -0.5069)
C (0.1375, -0.9250, -0.3807)
C (1.3805, -1.3701, 0.0497)
C (2.3490, -0.4054, 0.3902)
C (2.1224, 0.9583, 0.2317)
H (0.6670, 2.4196, -0.3738)
H (-1.0969, 0.7698, -0.8390)
H (-0.5866, -1.6445, -0.7173)
H (1.6395, -2.4038, 0.1450)
H (3.3315, -0.7042, 0.7439)
H (2.9265, 1.6949, 0.3783)
C (-3.3695, 0.1502, 0.6263)
C (-2.5509, -0.2522, -0.2565)
H (-3.9641, 1.0901, 0.5604)
H (-3.1754, -0.1337, 1.6653)
H (-2.4197, 0.1327, -1.2281)
H (-1.9837, -1.0238, -0.1652)

***

Entry 2:
Here is a 13-piece molecular cluster, C39H108N4O17 overall from the Open Molecules 2025 dataset. Energies are from wB97M-V/def2-TZVPD.

- Orbital gap: 8.72 eV
- Highest occupied orbital energy: -8.42 eV
- E_tot: -3048.571837 a.u.
- Net charge: 0
- F_max: 0.0631 hartree/bohr

Geometry (Å):
C (-0.6736, -3.4129, -2.2923)
C (-2.1017, -3.4975, -1.8049)
C (-2.9986, -2.3820, -2.4239)
O (-4.3422, -2.4219, -1.8940)
C (-5.2152, -1.5487, -2.6240)
N (-2.6445, -4.8191, -2.0443)
H (-0.0696, -4.0592, -1.6555)
H (-0.1351, -2.4679, -2.2207)
H (-0.4157, -3.9256, -3.2190)
H (-2.1168, -3.3557, -0.7243)
H (-2.9290, -2.3920, -3.5117)
H (-2.5367, -1.4163, -2.2189)
H (-5.2560, -1.7105, -3.7012)
H (-4.9030, -0.5145, -2.4789)
H (-6.1819, -1.7941, -2.1844)
H (-2.8496, -4.8703, -3.0319)
H (-3.5700, -4.9961, -1.6806)
C (-1.5525, 4.2464, 0.9854)
C (-0.4808, 4.5247, -0.0534)
C (-0.5162, 5.9301, -0.5395)
O (-1.7305, 6.1893, -1.2712)
C (-2.0543, 7.4979, -1.6837)
N (0.7716, 4.1685, 0.4713)
H (-1.5691, 4.9373, 1.8283)
H (-1.5958, 3.2609, 1.4490)
H (-2.5373, 4.3339, 0.5265)
H (-0.6387, 3.7637, -0.8176)
H (0.2532, 6.1619, -1.2760)
H (-0.4866, 6.7708, 0.1536)
H (-1.9350, 8.1761, -0.8388)
H (-3.1072, 7.4840, -1.9653)
H (-1.4657, 7.9780, -2.4655)
H (0.7549, 3.2240, 0.8286)
H (1.3985, 4.1540, -0.3205)
C (4.8040, -0.9843, -1.9089)
C (5.5958, -1.3432, -0.6540)
C (7.0040, -1.8679, -0.9851)
O (6.8954, -3.1594, -1.6472)
C (7.8432, -3.4297, -2.6386)
N (5.7084, -0.1518, 0.0903)
H (3.7556, -0.9274, -1.6161)
H (4.8842, -1.7780, -2.6517)
H (5.0910, -0.0536, -2.3982)
H (5.0634, -2.0510, -0.0186)
H (7.5961, -1.9650, -0.0751)
H (7.5454, -1.1861, -1.6409)
H (8.0576, -2.6734, -3.3937)
H (7.6206, -4.4028, -3.0764)
H (8.8019, -3.5556, -2.1356)
H (6.2464, 0.4459, -0.5208)
H (6.3395, -0.3477, 0.8541)
C (2.9236, -4.3614, -1.0424)
C (2.7493, -4.3634, 0.5366)
C (1.2492, -4.6055, 0.9426)
O (1.1233, -4.8780, 2.3576)
C (0.8528, -3.7590, 3.2428)
N (3.6776, -5.4416, 0.9214)
H (2.4440, -3.5227, -1.5469)
H (2.4556, -5.3073, -1.3152)
H (3.9641, -4.3826, -1.3663)
H (2.9911, -3.3895, 0.9624)
H (0.8514, -5.5363, 0.5384)
H (0.7381, -3.7410, 0.5189)
H (-0.2176, -3.5848, 3.3524)
H (1.2053, -2.7415, 3.0741)
H (1.1598, -4.1229, 4.2234)
H (3.4305, -6.3062, 0.4614)
H (3.4794, -5.7002, 1.8774)
C (1.2934, -0.7087, 0.5337)
C (0.1459, 0.2449, 0.3199)
C (-1.2847, -0.3549, 0.5545)
O (0.3086, 1.3333, 1.1760)
H (1.2328, -1.5477, -0.1595)
H (1.3679, -1.0534, 1.5650)
H (2.1890, -0.1841, 0.2007)
H (0.1800, 0.5307, -0.7314)
H (-1.2969, -0.6655, 1.5992)
H (-1.6237, -1.2441, 0.0229)
H (-2.0821, 0.3857, 0.4923)
H (0.4708, 1.0637, 2.0830)
C (-5.8008, 0.7110, 0.5175)
C (-6.7622, 1.8502, 0.2534)
C (-6.4467, 3.1530, 0.9766)
O (-6.9671, 2.1248, -1.1010)
H (-6.0677, -0.0937, -0.1675)
H (-5.9090, 0.3758, 1.5490)
H (-4.8170, 1.1439, 0.3364)
H (-7.7486, 1.5440, 0.6017)
H (-7.1932, 3.9243, 0.7874)
H (-5.4970, 3.6113, 0.7006)
H (-6.3820, 2.9777, 2.0505)
H (-6.1026, 2.1130, -1.5182)
C (-6.2020, -3.2928, 1.4039)
C (-4.7029, -3.5999, 1.5879)
C (-4.3326, -4.8593, 0.7893)
O (-3.9892, -2.5142, 1.1128)
H (-6.3916, -3.0574, 0.3567)
H (-6.5122, -2.5265, 2.1144)
H (-6.7922, -4.1659, 1.6824)
H (-4.4035, -3.6929, 2.6319)
H (-5.0434, -5.0519, -0.0143)
H (-4.5565, -5.6478, 1.5078)
H (-3.2929, -4.7752, 0.4730)
H (-3.9657, -2.4887, 0.1534)
C (3.2754, 2.4844, -0.9655)
C (3.4618, 3.4777, -2.0993)
C (3.2219, 2.9284, -3.5216)
O (2.5833, 4.5030, -1.8426)
H (3.9008, 1.5986, -1.0767)
H (2.2369, 2.1670, -0.8718)
H (3.4349, 2.8181, 0.0599)
H (4.5088, 3.7587, -1.9861)
H (2.1872, 2.6016, -3.6249)
H (3.8615, 2.1255, -3.8883)
H (3.4535, 3.6934, -4.2627)
H (2.8512, 5.3187, -2.2722)
C (-2.1227, -0.6198, 4.8948)
C (-2.5167, 0.7056, 4.2100)
C (-3.9749, 1.0683, 4.3499)
O (-1.7449, 1.7752, 4.7452)
H (-2.2183, -0.5576, 5.9788)
H (-1.0605, -0.8147, 4.7473)
H (-2.6766, -1.4733, 4.5038)
H (-2.2663, 0.6037, 3.1541)
H (-4.1856, 1.5360, 5.3117)
H (-4.6366, 0.2418, 4.0912)
H (-4.3215, 1.7847, 3.6051)
H (-0.8355, 1.6686, 4.4568)
C (-0.0372, 0.1260, -3.7223)
C (-0.2247, 0.1076, -5.2332)
O (-0.6123, -1.1328, -5.7639)
O (1.2851, -0.3269, -3.3887)
H (-0.7415, -0.5417, -3.2259)
H (-0.1965, 1.1684, -3.4466)
H (0.5855, 0.5233, -5.8322)
H (-1.1304, 0.6644, -5.4733)
H (-0.5775, -1.0073, -6.7150)
H (1.4323, -1.1955, -3.7700)
C (4.8170, -1.1798, 3.2880)
C (6.2910, -0.7234, 3.6598)
O (7.1541, -0.5210, 2.5996)
O (4.2188, -0.1459, 2.5101)
H (4.1822, -1.3621, 4.1551)
H (4.9148, -2.1554, 2.8120)
H (6.6892, -1.4966, 4.3168)
H (6.2898, 0.2490, 4.1522)
H (8.0499, -0.4690, 2.9409)
H (4.5592, -0.1201, 1.6128)
C (1.5129, 2.5703, 3.9635)
C (3.0315, 2.6746, 3.8544)
O (3.7298, 1.6901, 4.5874)
O (0.9103, 1.2643, 3.7202)
H (1.0935, 3.2654, 3.2361)
H (1.2326, 2.6759, 5.0115)
H (3.3279, 3.6675, 4.1926)
H (3.2612, 2.5365, 2.7978)
H (3.8585, 0.9315, 4.0133)
H (1.4354, 0.6197, 4.2002)
C (-3.3015, 2.6775, -1.9015)
C (-2.6843, 3.6590, -2.9953)
O (-2.3783, 3.0219, -4.2178)
O (-4.5778, 2.2307, -2.2781)
H (-3.3049, 3.2166, -0.9541)
H (-2.5653, 1.8778, -1.8191)
H (-1.7776, 4.1372, -2.6247)
H (-3.4225, 4.4353, -3.1966)
H (-1.8518, 3.6375, -4.7331)
H (-4.4172, 1.7513, -3.0942)

***

Energy above the lowest of the compared OMol25 structures with the same formula, charge and spin, respectively: 2.885; 0.000 eV.
LUMO level, respectively: 1.04; 0.31 eV.